{
  "formula": "C2H22NO7",
  "method": "ωB97M-V/def2-TZVPD",
  "elements": ["C", "N", "C", "H", "H", "H", "H", "H", "H", "H", "H", "H", "H", "O", "H", "H", "O", "H", "H", "O", "H", "H", "O", "H", "H", "O", "H", "H", "O", "H", "H", "O"],
  "xyz": [[-0.81932, 0.93232, 1.60064], [0.67204, 0.88627, 1.47599], [1.31485, 2.13503, 1.83883], [-1.18205, 1.47945, 0.74327], [-1.23522, -0.06951, 1.62554], [-1.16047, 1.36364, 2.54005], [0.79818, 0.69909, 0.48149], [1.12654, 0.05810, 1.86449], [0.92861, 3.00759, 1.35408], [2.37991, 2.17683, 1.66259], [1.16777, 2.40734, 2.88307], [1.18596, -2.44782, 2.65370], [1.19691, -2.64800, 1.08515], [1.26330, -2.00467, 1.80495], [0.22137, -1.41260, -1.89804], [1.66971, -1.48912, -2.19436], [0.97855, -0.83085, -2.06020], [-3.27150, 0.05003, -2.44607], [-2.27708, 0.85471, -1.68929], [-3.10360, 0.34110, -1.53904], [-2.73428, -2.07125, 0.49291], [-2.55761, -1.17022, -0.68293], [-2.03532, -1.56888, 0.05240], [-0.17855, 0.79506, -2.45231], [-0.73147, 2.20396, -2.49512], [-0.63670, 1.45062, -1.89570], [-0.46408, -3.59928, -0.94223], [-0.51587, -2.42982, -0.05198], [0.13447, -2.92654, -0.60896], [3.17877, 1.82308, -1.17506], [2.12025, 0.73289, -1.34770], [2.56594, 1.27145, -0.68018]],
  "forces_ev_per_angstrom": [[-0.3023, -0.5479, 0.8777], [-0.6727, -0.1945, -0.9033], [0.9593, 1.5199, 1.2265], [-0.1991, 0.1244, -0.0345], [0.2679, -0.1296, -0.5156], [0.4764, 0.4541, -0.0564], [0.4987, 0.3804, -0.3079], [-0.2272, -0.2645, 0.6283], [-0.6772, 0.0171, -0.9541], [0.1398, -0.6566, -0.2147], [-0.1677, -0.7280, 0.2443], [0.0514, -0.3133, -0.1664], [-0.0120, -0.1644, 0.1345], [-0.0272, 0.7013, 0.0964], [0.0463, -0.0407, 0.3581], [0.1988, 0.1204, -0.0548], [-0.0174, 0.1640, -0.3319], [-0.5048, -0.0188, 0.1258], [-0.1803, -0.1288, 0.5005], [0.3901, -0.1076, -0.7922], [0.2619, -0.0888, 0.3061], [0.5472, 0.5879, 0.1852], [-1.0851, -0.3497, -0.0416], [0.1232, -0.0289, 0.3839], [-0.0050, 0.1359, 0.2532], [0.1551, 0.1044, -0.6488], [0.2131, -0.5215, -0.2606], [0.3658, 0.0507, -0.5112], [-0.5518, 0.0620, 0.5820], [0.0584, 0.0572, 0.0619], [-0.0071, -0.1255, -0.0415], [-0.1165, -0.0707, -0.1292]],
  "nbo_charge": [-0.430, -0.510, -0.434, 0.233, 0.257, 0.224, 0.455, 0.470, 0.232, 0.251, 0.223, 0.491, 0.514, -0.999, 0.506, 0.499, -1.003, 0.474, 0.496, -0.971, 0.486, 0.516, -1.000, 0.506, 0.492, -0.970, 0.484, 0.507, -1.000, 0.490, 0.495, -0.984],
  "multiplicity": 1,
  "total_charge": 1,
  "homo_ev": -14.62,
  "e_lumo_ev": -2.600,
  "orbital_gap_ev": 12.0
}

{
  "formula": "C33H35BrFeIN5O3",
  "method": "ωB97M-V/def2-TZVPD",
  "elements": ["Fe", "C", "O", "C", "C", "C", "C", "C", "C", "N", "N", "C", "C", "C", "C", "O", "C", "N", "C", "C", "C", "C", "H", "H", "H", "H", "H", "H", "H", "H", "H", "H", "H", "H", "C", "C", "C", "C", "C", "C", "C", "Br", "C", "O", "C", "C", "C", "C", "C", "C", "H", "H", "H", "H", "H", "H", "H", "H", "H", "H", "H", "H", "H", "H", "H", "H", "H", "H", "H", "H", "I", "C", "C", "N", "N", "C", "H", "H", "H"],
  "xyz": [[-12.31936, -9.04521, -12.07418], [-22.00153, -11.64070, -5.63341], [-20.98487, -12.50629, -6.19244], [-19.65937, -12.23835, -6.22353], [-19.06442, -11.11338, -5.66009], [-17.69698, -10.80145, -5.80122], [-16.88686, -11.61667, -6.66142], [-17.45284, -12.85340, -7.10552], [-18.76601, -13.14855, -7.00241], [-15.64333, -11.26696, -6.99853], [-15.12179, -10.10220, -6.61166], [-14.21310, -9.51970, -7.35998], [-13.94936, -8.16945, -7.13305], [-13.35397, -7.46080, -8.16049], [-12.84445, -8.17027, -9.30933], [-12.32419, -7.57136, -10.35068], [-12.90902, -9.58125, -9.37158], [-12.28364, -10.22070, -10.42893], [-12.11560, -11.54074, -10.39959], [-12.59259, -12.33828, -9.28568], [-13.39136, -11.71089, -8.24748], [-13.55784, -10.34034, -8.32426], [-22.03852, -11.81013, -4.55843], [-23.01302, -11.84778, -6.05276], [-21.79594, -10.57233, -5.82604], [-19.77124, -10.45492, -5.13854], [-17.18526, -9.96567, -5.27266], [-16.87128, -13.43551, -7.82933], [-19.28422, -13.96242, -7.50377], [-14.36288, -7.75178, -6.23200], [-13.22444, -6.35811, -8.18048], [-11.57859, -12.02873, -11.24466], [-12.40564, -13.39286, -9.21902], [-13.77637, -12.37481, -7.46720], [-19.95294, -9.71283, -13.85897], [-19.10903, -10.92971, -14.33486], [-19.50316, -11.36936, -15.80642], [-19.66811, -12.09233, -13.45644], [-17.63627, -10.71855, -14.11367], [-17.11663, -10.09480, -12.93434], [-15.80425, -9.85289, -12.71689], [-15.53418, -8.81618, -11.14056], [-14.76208, -10.33781, -13.62795], [-13.55214, -9.92804, -13.51036], [-15.29085, -11.26277, -14.61240], [-16.63956, -11.18019, -14.96109], [-14.28735, -12.16744, -15.40075], [-15.05439, -13.47859, -15.81711], [-13.18119, -12.67059, -14.43246], [-13.54209, -11.46952, -16.54144], [-20.95735, -9.82717, -14.24581], [-19.58470, -8.75010, -14.18384], [-20.01260, -9.69546, -12.73413], [-20.59509, -11.30459, -15.86316], [-19.24532, -12.40117, -15.99932], [-19.07898, -10.68927, -16.56634], [-20.71542, -11.95996, -13.21727], [-19.08576, -12.24705, -12.45123], [-19.52646, -13.05024, -13.95577], [-17.86343, -9.72282, -12.24448], [-16.81580, -11.48696, -15.98193], [-15.58189, -13.82574, -14.91405], [-14.39027, -14.29602, -16.12298], [-15.75975, -13.22572, -16.61056], [-13.76837, -13.02687, -13.59433], [-12.55510, -11.82183, -14.14193], [-12.58467, -13.45781, -14.90499], [-14.02235, -11.59205, -17.50777], [-12.47259, -11.71454, -16.66835], [-13.49360, -10.36128, -16.25205], [-6.87468, -10.35475, -13.82656], [-8.55286, -9.32929, -13.23797], [-8.56374, -8.20749, -12.37388], [-9.81494, -7.73134, -12.31642], [-10.69914, -8.53208, -13.01261], [-9.94201, -9.42939, -13.66670], [-7.77647, -7.58897, -11.96956], [-10.12945, -6.99408, -11.67293], [-10.19717, -9.99551, -14.55691]],
  "forces_ev_per_angstrom": [[-1.8958, 0.5555, 0.6790], [0.3219, 0.5480, 0.0582], [-0.1138, -0.3445, -0.5150], [1.4898, -0.6109, -1.3112], [-0.1609, 0.7227, 0.5213], [-0.2415, -0.5560, -0.3193], [-1.8043, 0.5439, 2.9178], [0.9601, 0.5663, -1.8033], [-2.9703, 1.3284, 1.7437], [2.4900, 1.6456, -1.2005], [-4.3176, -1.7320, 1.9558], [0.9405, -2.0408, 0.2105], [0.0082, 0.1459, -1.2040], [0.8939, 0.1837, -0.7297], [0.0907, 1.8462, -0.8884], [-0.4279, -0.7258, -0.0601], [-0.0505, -3.0163, 0.8852], [-0.2111, -0.2115, 0.7576], [-0.6460, -1.2157, 1.4809], [-0.9396, 2.5158, 0.2804], [2.0967, -2.2973, -2.4188], [1.4176, 2.4881, -1.6354], [-0.0087, 0.0783, 0.0613], [1.1112, -0.3675, -0.0198], [0.0782, -0.4763, 0.0104], [0.7507, -0.0687, 0.0993], [-0.8284, -0.5628, -0.6548], [0.0549, 0.0399, 0.5335], [0.4880, -0.0967, 0.1157], [-0.1111, 0.3271, 0.0125], [-0.1053, -0.9619, 0.2169], [-0.5345, 0.5309, 0.6708], [0.1455, -0.2162, -0.1998], [0.2184, 0.7532, -0.3193], [0.4032, -0.1226, 0.7631], [-1.4165, -0.4304, -0.2395], [0.1831, 1.4303, 0.7814], [2.1285, -0.8771, 1.7914], [1.0392, 0.2490, 0.6205], [-1.8758, -0.3421, -0.6679], [-0.0860, 0.0006, 0.0321], [0.8630, -0.0639, -0.5956], [-0.8517, 0.4186, 1.4403], [-0.0691, -0.2690, 0.2272], [1.5600, 0.8737, -1.0174], [0.9405, -0.6215, -0.5281], [0.4877, -1.2936, 0.2068], [0.1630, 0.9938, 0.4095], [-0.8144, 0.7271, -0.0572], [0.0680, 2.2512, 0.2576], [-0.2624, -0.0252, 0.0492], [0.2464, 0.2486, -0.1987], [0.0402, 0.0121, -1.0824], [0.1821, -0.0021, -0.0885], [0.3641, -0.1315, -0.1244], [-0.1638, -0.3678, 0.2238], [-0.1705, 0.0874, -0.0847], [-1.0782, 0.6674, -1.6230], [-0.1346, -0.0353, -0.0931], [0.2199, 0.0203, 0.1863], [-0.6308, -0.6222, 0.1640], [-0.0854, 0.0072, -0.4687], [-0.0058, 0.4372, -0.1670], [-0.0696, -0.4403, 0.0317], [0.5806, -0.4584, 0.6637], [0.0381, -0.4178, 0.1077], [-0.2197, 0.1353, 0.1792], [-0.1590, 0.2226, -0.1011], [-0.5487, -0.5316, 0.2616], [-0.1988, -1.2866, -0.7738], [-0.1588, -0.0448, -0.0830], [-1.9312, 1.6470, 0.3810], [-0.2440, -0.4004, -1.3617], [-0.3538, -0.9494, 0.3729], [1.8214, 1.0172, -0.7810], [2.9445, 0.2738, 0.6666], [0.1679, -0.4395, 0.2202], [-0.2814, -0.6699, -0.4484], [-0.8208, -0.1960, 0.6157]],
  "mulliken_charge": [0.566, -0.750, -0.420, 0.740, -0.227, -0.498, 0.165, -0.374, -0.705, -0.063, -0.443, -0.232, -0.792, -0.548, 0.730, -0.757, 0.570, -0.332, -0.061, -1.051, 0.080, 0.446, 0.343, 0.232, 0.311, 0.273, 0.395, 0.324, 0.386, 0.486, 0.420, 0.389, 0.431, 0.560, -1.682, 2.064, -1.889, -1.401, -0.162, -0.962, -0.260, -0.081, 1.108, -0.763, -0.560, -0.261, 1.957, -1.618, -1.785, -1.548, 0.464, 0.350, 0.399, 0.471, 0.364, 0.385, 0.366, 0.285, 0.388, 0.324, 0.581, 0.367, 0.420, 0.392, 0.471, 0.154, 0.545, 0.388, 0.329, 0.317, 0.209, -0.550, -0.136, -0.047, -0.395, 0.099, 0.454, 0.295, 0.555],
  "multiplicity": 6,
  "s_squared": 9.0242,
  "total_charge": 1,
  "homo_ev": [-9.22, -8.28],
  "e_lumo_ev": [-3.292, -5.845],
  "orbital_gap_ev": [5.9, 2.4]
}

{
  "formula": "C4H12N2S2",
  "method": "ωB97M-V/def2-TZVPD",
  "elements": ["C", "N", "C", "C", "N", "C", "S", "S", "H", "H", "H", "H", "H", "H", "H", "H", "H", "H", "H", "H"],
  "xyz": [[-1.66489, -2.31176, -1.35887], [-0.59958, -1.63269, -0.62652], [-1.02984, -0.35959, -0.07482], [0.08121, 0.29385, 0.73175], [-0.42627, 1.49866, 1.37530], [1.29175, 0.56738, -0.16602], [2.78770, 0.92644, 0.80301], [2.74981, 2.92316, 1.21752], [-1.95345, -1.71494, -2.22183], [-1.29093, -3.27123, -1.72211], [-2.59248, -2.40731, -0.77351], [-0.31037, -2.25673, 0.13124], [-1.91209, -0.46931, 0.56641], [-1.33190, 0.26717, -0.91808], [0.40019, -0.43225, 1.47205], [-0.34091, 2.28563, 0.74839], [0.04825, 1.70957, 2.24329], [1.06424, 1.30382, -0.93777], [1.58012, -0.34470, -0.67578], [3.44946, 3.42482, 0.18635]],
  "forces_ev_per_angstrom": [[0.0280, 0.3696, -0.0033], [0.0383, -0.5754, 0.1136], [-0.1790, -0.3173, -0.0868], [0.0395, 0.4095, -0.6528], [-0.2119, -0.3645, 0.2107], [0.0957, -0.2921, 0.4367], [0.0822, 0.1296, -0.3251], [-0.1704, 0.2542, 0.1907], [0.1655, 0.0788, -0.2104], [-0.2660, 0.0150, 0.1379], [0.1355, -0.3567, 0.0630], [-0.0299, 0.3442, -0.1982], [-0.0684, 0.1086, 0.1165], [0.0413, 0.1978, 0.0112], [-0.0029, -0.0145, 0.4352], [0.0413, 0.1664, 0.1081], [0.0915, 0.0542, -0.1684], [0.1813, 0.2147, 0.1377], [-0.0597, -0.2645, -0.2156], [0.0481, -0.1577, -0.1006]],
  "nbo_charge": [-0.410, -0.627, -0.221, -0.069, -0.838, -0.552, 0.094, -0.150, 0.189, 0.203, 0.165, 0.347, 0.179, 0.182, 0.188, 0.359, 0.370, 0.220, 0.248, 0.122],
  "multiplicity": 1,
  "homo_ev": -8.85,
  "e_lumo_ev": 0.595,
  "orbital_gap_ev": 9.4,
  "smiles": "CNC[C@H](N)CSS"
}